1.
ORCA calculation (ωB97M-V with the def2-TZVPD basis set) on a 5-piece molecular cluster, C40H40BF33O9 overall at a distorted geometry.

As for the SMILES: Cc1ccc(C(C)C)c(OCC2=C(B(O)O)C(=O)C(CCCF)=CC2=O)c1.FC(F)C(F)(F)COC(F)(F)C(F)F.FC(F)C(F)(F)COC(F)(F)C(F)F.FC(F)C(F)(F)COC(F)(F)C(F)F.FC(F)C(F)(F)COC(F)(F)C(F)F. Its total charge is 0.

Last column: Mulliken charge in e.
Positions of all 123 atoms, in Å:
C -0.372 -6.873 3.366  -0.9227
C -0.182 -6.610 1.760  0.6468
C -0.106 -7.821 0.659  -0.5683
C 0.089 -7.420 -0.947  -0.5758
C 0.257 -5.845 -1.475  -0.0066
C 0.450 -5.607 -3.087  0.6479
C 0.928 -6.927 -3.934  -1.2088
C 1.496 -4.391 -3.479  -0.8346
C 0.178 -4.608 -0.351  0.3971
O 0.273 -3.197 -0.753  -0.2068
C 1.153 -2.415 0.128  -0.8323
C 2.211 -1.426 -0.693  0.3918
C 1.927 -0.026 -1.104  0.2391
B 0.469 0.686 -0.816  0.9413
O 0.045 1.347 0.434  -0.5019
O -0.547 0.642 -1.923  -0.6090
C 3.094 0.885 -1.884  0.3493
O 2.629 1.991 -2.493  -0.6577
C 4.643 0.354 -1.889  0.5300
C 5.975 1.194 -2.335  -0.5912
C 5.800 2.822 -2.380  -0.3813
C 7.139 3.398 -3.201  0.0697
F 8.407 3.181 -2.466  -0.3471
C 4.879 -1.089 -1.479  -0.8745
C 3.686 -2.126 -1.041  0.1471
O 3.800 -3.455 -0.973  -0.5949
C -0.062 -5.070 1.211  -0.4296
H -0.096 -5.856 3.922  0.2846
H 0.434 -7.658 3.764  0.3198
H -1.462 -7.153 3.686  0.1278
H -0.221 -8.961 0.987  0.2349
H 0.099 -8.354 -1.687  0.1873
H -0.629 -5.317 -3.510  0.2342
H 1.733 -7.572 -3.333  0.3067
H 0.029 -7.649 -4.165  0.2857
H 1.435 -6.652 -4.954  0.3121
H 1.028 -3.322 -3.274  0.0973
H 2.553 -4.530 -2.998  0.1557
H 1.652 -4.470 -4.659  0.3951
H 1.843 -3.073 0.836  0.4515
H 0.446 -1.809 0.864  0.1791
H -0.888 1.723 0.259  0.2426
H -0.190 -0.006 -2.604  0.2931
H 6.425 0.824 -3.356  0.3087
H 6.819 0.972 -1.519  0.3373
H 5.886 3.320 -1.298  0.2451
H 4.879 3.211 -2.988  0.2624
H 6.996 4.495 -3.586  -0.1213
H 7.209 2.718 -4.181  0.2661
H 5.979 -1.515 -1.491  0.2753
H -0.158 -4.210 2.033  0.0663
F 6.981 8.505 -3.438  -0.2107
C 6.294 7.366 -3.185  0.1540
F 7.216 6.440 -2.807  -0.2676
C 5.512 6.878 -4.400  0.9633
F 6.343 6.543 -5.423  -0.3026
F 4.867 5.718 -4.055  -0.2465
C 4.443 7.853 -4.915  -0.8883
O 4.821 8.675 -6.023  -0.4133
C 5.528 9.867 -5.685  0.7466
F 5.468 10.057 -4.345  -0.2674
F 4.814 10.888 -6.238  -0.2954
C 6.960 9.885 -6.230  0.2029
F 7.685 8.836 -5.763  -0.2046
F 7.618 11.011 -5.845  -0.2537
H 5.633 7.541 -2.331  0.2886
H 3.624 7.236 -5.306  0.4230
H 3.982 8.436 -4.109  0.3601
H 6.967 9.838 -7.322  0.2374
F -2.121 -7.032 7.935  -0.2097
C -2.239 -8.003 6.999  0.0928
F -1.067 -8.009 6.307  -0.2417
C -3.415 -7.763 6.058  0.9290
F -3.247 -6.623 5.335  -0.2273
F -3.443 -8.781 5.140  -0.3510
C -4.792 -7.732 6.739  -0.7375
O -5.318 -6.436 7.039  -0.3989
C -4.867 -5.862 8.265  0.7319
F -4.212 -6.805 8.984  -0.2707
F -5.995 -5.572 8.972  -0.2955
C -4.044 -4.586 8.058  0.2125
F -2.949 -4.816 7.290  -0.1995
F -3.589 -4.097 9.242  -0.2571
H -2.326 -8.968 7.507  0.2810
H -5.504 -8.151 6.018  0.3990
H -4.850 -8.408 7.601  0.3411
H -4.639 -3.809 7.570  0.2336
F -1.773 5.561 0.123  -0.2068
C -1.392 5.742 -1.164  0.1216
F -0.451 6.724 -1.148  -0.2977
C -2.559 6.132 -2.065  0.8209
F -3.085 7.333 -1.703  -0.2765
F -2.076 6.309 -3.336  -0.3294
C -3.686 5.091 -2.151  -0.6518
O -4.818 5.317 -1.307  -0.3988
C -4.687 4.841 0.031  0.8047
F -3.582 4.061 0.121  -0.1746
F -5.747 4.008 0.231  -0.3016
C -4.713 5.968 1.069  0.1254
F -3.715 6.865 0.858  -0.2188
F -4.533 5.481 2.326  -0.2389
H -0.908 4.827 -1.515  0.2778
H -4.091 5.158 -3.168  0.4342
H -3.314 4.063 -2.074  0.2940
H -5.662 6.508 1.041  0.2549
F -3.870 -1.628 1.597  -0.2519
C -2.883 -0.845 2.091  0.5125
F -2.194 -1.614 2.977  -0.2736
C -3.422 0.407 2.775  0.9362
F -4.173 0.093 3.865  -0.2856
F -2.357 1.124 3.256  -0.3056
C -4.224 1.348 1.862  -0.8910
O -5.647 1.221 1.920  -0.3862
C -6.203 0.196 1.098  0.7918
F -5.247 -0.271 0.260  -0.2706
F -7.120 0.818 0.305  -0.2839
C -6.886 -0.912 1.907  0.1719
F -6.021 -1.507 2.768  -0.1904
F -7.357 -1.894 1.093  -0.2663
H -2.200 -0.590 1.276  -0.0931
H -4.030 2.366 2.220  0.4111
H -3.853 1.349 0.830  0.3779
H -7.722 -0.517 2.489  0.2364

---

2.
ORCA calculation (ωB97M-V with the def2-TZVPD basis set) on C60H52B3In2N14O34 as an isolated structure at a distorted geometry.

Its total charge is +3.

Last column: Mulliken charge in e.
Positions of all 165 atoms, in Å:
In 7.198 -10.542 18.657  1.1218
In -3.989 -8.752 18.873  0.9472
O 4.773 -9.638 20.426  0.1120
C 3.672 -9.651 21.071  0.2659
O 2.754 -8.662 21.175  -0.1358
B 1.577 -9.209 21.851  0.1198
O 2.001 -10.535 22.357  -0.2660
C 3.148 -10.882 21.813  0.6851
O 3.693 -11.983 21.929  -0.4850
O 0.463 -9.296 20.914  -0.3519
C -0.635 -8.670 21.293  0.1940
O -1.694 -8.532 20.734  0.3822
C -0.208 -7.968 22.598  0.3037
O 1.041 -8.276 22.864  -0.3449
O -0.919 -7.189 23.194  -0.5660
O -0.020 -5.066 18.554  -0.5825
C 0.531 -6.013 18.021  0.5557
O 1.729 -6.064 17.460  -0.5561
B 2.046 -7.396 16.978  0.8704
O 0.765 -8.085 17.060  -0.6750
C -0.142 -7.352 17.734  0.5081
O -1.286 -7.712 17.910  -0.4731
O 2.506 -7.576 15.560  -0.4440
C 3.687 -7.981 15.529  0.4034
O 4.428 -8.092 14.542  -0.4211
C 4.166 -8.247 17.017  0.3713
O 3.107 -8.032 17.818  0.5193
O 5.307 -8.737 17.315  -0.4298
O -1.914 -10.750 18.474  -0.6277
C -0.866 -11.429 18.576  0.5606
O 0.289 -11.277 17.910  -0.6231
B 1.233 -12.357 18.279  1.3884
O 0.528 -13.149 19.236  -0.5932
C -0.669 -12.732 19.393  0.4494
O -1.576 -13.240 20.112  -0.6765
O 1.649 -13.119 17.062  -0.5285
C 2.843 -12.851 16.753  0.0100
O 3.448 -13.096 15.739  -0.4416
C 3.415 -11.986 17.864  0.4679
O 2.462 -11.765 18.761  0.5123
O 4.544 -11.544 17.934  -0.4797
C 1.253 -1.922 24.601  -1.3061
C 0.338 -3.034 24.356  0.4215
N -0.350 -3.936 24.124  -0.0082
H 2.258 -2.082 24.210  0.2904
H 1.214 -1.532 25.618  0.3956
H 0.860 -1.202 23.883  0.4128
C -4.217 -12.897 22.906  -0.8241
C -4.068 -11.876 21.878  0.2757
N -3.906 -11.085 21.045  -0.1992
H -3.754 -13.867 22.724  0.2638
H -5.295 -13.009 23.023  0.4255
H -3.826 -12.408 23.798  0.1460
C 1.954 -5.361 22.054  1.6803
C 2.855 -4.216 21.998  -0.2121
N 3.553 -3.306 21.933  -0.6470
H 1.782 -5.642 23.093  -0.2088
H 2.448 -6.202 21.569  -0.6095
H 1.002 -5.092 21.596  0.0487
C 3.438 -15.112 20.338  0.2855
C 3.621 -15.671 18.937  0.0539
N 3.733 -16.076 17.863  -0.4485
H 3.871 -14.116 20.248  -0.4062
H 3.899 -15.570 21.213  0.5461
H 2.394 -14.993 20.627  -0.0139
C 6.094 -4.973 19.977  -0.7227
C 6.650 -6.366 19.752  0.2758
N 7.011 -7.478 19.563  -0.3234
H 5.222 -4.893 19.329  0.1931
H 6.719 -4.151 19.626  0.4035
H 5.760 -4.877 21.010  0.1744
C 10.216 -8.732 23.052  -0.9483
C 9.180 -9.375 22.274  0.3808
N 8.298 -9.871 21.662  -0.3142
H 10.932 -9.481 23.389  0.3504
H 9.699 -8.377 23.944  0.2963
H 10.649 -7.912 22.480  0.3261
C 6.465 -14.070 22.861  -0.2952
C 6.363 -13.282 21.614  0.2028
N 6.318 -12.633 20.670  -0.1493
H 6.369 -13.427 23.737  -0.0443
H 7.391 -14.623 23.015  0.4014
H 5.573 -14.689 22.763  -0.0254
C -6.411 -6.726 23.353  -0.8026
C -5.388 -7.426 22.547  0.2887
N -4.600 -7.945 21.916  -0.1507
H -6.744 -5.805 22.876  0.3028
H -6.094 -6.532 24.378  0.1103
H -7.260 -7.389 23.522  0.3486
C -2.225 -3.970 21.353  -0.3270
C -2.730 -5.070 20.628  0.1712
N -3.031 -5.933 19.965  -0.1135
H -1.141 -3.892 21.432  -0.0138
H -2.537 -4.134 22.384  -0.2161
H -2.506 -2.990 20.967  0.5090
C 4.671 -11.422 25.624  -0.6495
C 3.672 -10.571 25.367  -0.3233
C 3.914 -9.362 24.698  1.0321
C 5.203 -9.032 24.273  -0.9338
C 6.208 -9.956 24.597  -0.3544
C 5.974 -11.113 25.342  -1.4218
N 5.476 -7.723 23.645  1.0939
O 6.452 -7.576 22.956  -0.5768
O 4.678 -6.819 23.824  -0.6458
H 4.400 -12.370 26.066  0.5271
H 2.697 -10.971 25.602  0.3469
H 3.082 -8.729 24.428  0.7950
H 7.240 -9.655 24.491  0.4432
H 6.831 -11.708 25.619  0.6189
C 1.859 -15.797 24.115  -0.4046
C 2.221 -17.140 24.235  -0.8962
C 2.672 -17.652 25.458  -0.3466
C 2.789 -16.777 26.535  -0.2385
C 2.439 -15.410 26.393  -0.4502
C 2.011 -14.917 25.215  0.1558
N 3.260 -17.335 27.834  0.9601
O 3.436 -18.524 27.882  -0.5418
O 3.554 -16.545 28.739  -0.5512
H 1.483 -15.443 23.166  0.6259
H 2.303 -17.751 23.348  0.4772
H 2.951 -18.695 25.488  0.5212
H 2.627 -14.776 27.248  0.5508
H 1.576 -13.929 25.218  0.4636
C 1.255 -4.702 27.059  -0.5923
C -0.154 -5.103 27.120  -0.7292
C -0.396 -6.466 27.139  -0.1232
C 0.604 -7.376 26.953  -0.1635
C 1.900 -6.938 26.793  0.4620
C 2.281 -5.619 26.878  -1.1807
N 0.279 -8.794 26.979  0.9616
O -0.859 -9.159 26.734  -0.5230
O 1.211 -9.655 27.100  -0.5618
H 1.312 -3.627 26.978  0.6846
H -0.939 -4.366 27.034  0.5236
H -1.408 -6.812 27.285  0.5381
H 2.646 -7.660 26.494  0.4812
H 3.291 -5.295 26.679  0.5019
C -3.711 -6.707 25.923  -0.6777
C -3.132 -5.646 25.291  1.0502
C -3.377 -4.365 25.735  -0.2541
C -4.157 -4.157 26.915  -0.2557
C -4.698 -5.295 27.584  -0.5164
C -4.452 -6.552 27.141  -0.6832
N -4.442 -2.758 27.368  0.9426
O -4.308 -1.828 26.643  -0.5295
O -4.887 -2.646 28.512  -0.5335
H -3.540 -7.728 25.615  0.5030
H -2.589 -5.702 24.359  -0.1960
H -2.867 -3.550 25.243  0.5367
H -5.423 -5.107 28.362  0.5275
H -4.860 -7.363 27.725  0.4963
C -0.453 -12.446 23.311  0.9728
C -0.845 -13.775 23.330  -1.2522
C -1.293 -14.365 24.484  -0.6864
C -1.345 -13.613 25.655  -0.3056
C -0.830 -12.337 25.645  -0.5202
C -0.366 -11.736 24.480  0.2898
N -1.817 -14.250 26.898  0.9936
O -2.641 -15.129 26.876  -0.5606
O -1.405 -13.802 27.956  -0.5803
H -0.057 -11.986 22.418  -0.1554
H -0.754 -14.346 22.418  0.7858
H -1.636 -15.389 24.450  0.5019
H -0.860 -11.839 26.603  0.7237
H -0.030 -10.713 24.407  0.1281

---

3.
ORCA calculation (ωB97M-V with the def2-TZVPD basis set) on a 19-piece molecular cluster, C2H40O20 overall at a distorted geometry.

The energy above the lowest of the compared OMol25 structures with the same formula, charge and spin is 44.63 kcal/mol. Its total charge is -2.

Last column: natural (NBO) charge in e.
Positions of all 62 atoms, in Å:
O 1.680 0.100 -0.075  -1.0241
C 0.345 0.185 -0.550  -0.0693
C -0.771 0.189 0.514  -0.1280
O -2.010 0.484 -0.052  -0.9893
H 0.352 -0.766 -1.029  0.1214
H 0.132 0.834 -1.335  0.1339
H -0.534 1.072 1.118  0.1576
H -0.887 -0.694 1.023  0.1602
O -0.547 -1.778 3.434  -0.9720
H -0.469 -1.989 4.372  0.4829
H -1.132 -2.331 2.953  0.5184
O 0.937 1.819 -4.528  -0.9929
H 0.548 0.977 -4.252  0.4923
H 0.937 2.391 -3.750  0.4713
O 1.755 -2.644 0.458  -0.9767
H 2.669 -2.475 0.190  0.4997
H 1.275 -1.822 0.591  0.4961
O -2.247 -2.089 -0.731  -0.9914
H -1.924 -2.169 -1.611  0.4709
H -2.165 -1.126 -0.538  0.5007
O 0.445 -4.146 -1.199  -0.9739
H 1.107 -3.587 -0.822  0.4894
H -0.230 -3.587 -1.595  0.4545
O -1.091 -3.342 1.220  -0.9728
H -1.666 -2.889 0.616  0.4930
H -0.296 -2.885 0.958  0.4625
O -1.306 0.717 3.689  -1.0104
H -1.228 -0.207 3.528  0.4676
H -1.403 1.218 2.828  0.4891
O -2.387 2.371 1.698  -0.9912
H -1.572 2.845 1.721  0.4839
H -2.208 1.662 1.102  0.4843
O 1.583 -0.066 2.557  -1.0142
H 0.660 -0.474 2.784  0.4908
H 1.513 0.033 1.618  0.4671
O -4.203 -0.527 0.967  -0.9810
H -4.756 0.228 0.792  0.4494
H -3.341 -0.234 0.686  0.4929
O -0.018 3.548 2.135  -0.9638
H 0.497 4.312 2.475  0.4644
H 0.412 3.304 1.348  0.5040
O 1.928 2.505 0.684  -0.9919
H 1.655 1.602 0.479  0.4900
H 2.656 2.243 1.201  0.4563
O 0.063 -0.534 -3.511  -0.9480
H 0.817 -1.131 -3.466  0.4910
H 0.015 -0.233 -2.633  0.4711
O -1.336 3.058 -0.927  -0.9610
H -2.298 2.958 -0.887  0.4760
H -1.041 2.139 -0.906  0.4739
O 2.912 1.952 -2.135  -0.9619
H 3.621 2.178 -1.528  0.4564
H 2.270 1.489 -1.537  0.4954
O -2.664 0.409 -2.528  -1.0055
H -2.412 0.449 -1.604  0.4975
H -3.587 0.075 -2.648  0.4576
O 3.908 -0.757 0.820  -1.0014
H 4.087 0.032 1.313  0.4574
H 2.988 -0.526 0.537  0.5058
O 2.512 -1.579 -2.347  -0.9753
H 3.423 -1.514 -2.081  0.4773
H 2.027 -1.279 -1.578  0.4917

---

4.
ORCA calculation (ωB97M-V with the def2-TZVPD basis set) on a 13-piece molecular cluster, C6H38N2O12 overall at a distorted geometry.

The energy above the lowest of the compared OMol25 structures with the same formula, charge and spin is 70.19 kcal/mol. Its total charge is 0.

Last column: natural (NBO) charge in e.
Positions of all 58 atoms, in Å:
C -2.622 -1.112 1.718  -0.2123
N -3.135 -1.852 0.592  -0.6433
C -2.950 -1.203 -0.706  -0.0452
N -2.046 -1.928 -1.572  -0.8726
C -1.082 -1.081 1.883  -0.3901
C -0.266 0.186 1.530  -0.4982
C -0.225 0.580 0.062  -0.1875
C 0.315 -0.185 -0.873  -0.4275
H -3.037 -1.587 2.609  0.2031
H -2.948 -0.073 1.751  0.1581
H -2.875 -2.827 0.586  0.3672
H -2.647 -0.167 -0.514  0.1547
H -3.935 -1.169 -1.182  0.1716
H -1.153 -2.045 -1.122  0.3673
H -1.958 -1.504 -2.480  0.3721
H -0.763 -1.564 2.808  0.2087
H -0.653 -1.791 1.157  0.1529
H -0.439 0.952 2.285  0.2561
H 0.772 -0.117 1.725  0.2174
H -0.726 1.518 -0.139  0.2211
H 0.687 -1.208 -0.807  0.1894
H 0.266 0.063 -1.926  0.1948
H 1.015 3.032 2.051  0.4755
H 2.217 2.951 2.880  0.4739
O 1.929 3.390 2.072  -0.9709
H 0.657 -2.875 0.518  0.4750
H 1.620 -2.806 -0.701  0.4827
O 1.574 -2.955 0.248  -0.9549
H 4.486 -1.307 -0.263  0.4820
H 3.088 -0.772 -0.509  0.4801
O 3.968 -0.496 -0.224  -0.9416
H -2.364 3.053 -2.688  0.4679
H -2.797 2.646 -1.344  0.4720
O -2.496 3.439 -1.812  -0.9428
H 2.607 -1.194 -2.889  0.4934
H 2.067 -2.711 -2.834  0.4915
O 1.844 -1.776 -2.850  -0.9753
H -3.246 1.711 1.196  0.4817
H -3.487 3.083 0.647  0.4928
O -2.796 2.409 0.701  -0.9543
H -0.416 -3.181 -3.033  0.4776
H -0.937 -4.301 -2.092  0.4912
O -0.164 -3.786 -2.333  -0.9636
H 1.810 2.549 -0.354  0.4742
H 2.258 3.921 -0.431  0.4771
O 1.796 3.283 -0.987  -0.9505
H -1.208 2.806 1.746  0.5123
H -0.574 3.709 2.930  0.4939
O -0.729 2.823 2.591  -0.9862
H -0.684 0.749 -4.101  0.4725
H -1.307 -0.430 -4.630  0.4634
O -1.569 0.358 -4.131  -0.9315
H 2.305 -1.425 3.069  0.4673
H 2.971 -2.572 2.362  0.4861
O 3.176 -1.812 2.920  -0.9478
H 3.595 0.590 1.119  0.4893
H 3.514 0.245 2.566  0.4694
O 3.524 1.016 1.993  -0.9814

---

5.
ORCA calculation (ωB97M-V with the def2-TZVPD basis set) on a 2-piece molecular cluster, C3H9NOS overall at a distorted geometry.

The energy above the lowest of the compared OMol25 structures with the same formula, charge and spin is 161.53 kcal/mol. As for the SMILES: CC=S(=N)=O.C. Its total charge is 0.

Last column: natural (NBO) charge in e.
Positions of all 15 atoms, in Å:
C 0.655 -1.087 0.491  -0.6323
C -0.629 -0.201 0.771  -0.5839
S -1.772 -0.122 -0.422  1.7907
N -2.486 1.238 -0.763  -0.9997
O -2.785 -1.155 -0.405  -0.8885
H 1.200 -0.942 -0.476  0.2252
H 0.221 -2.012 0.485  0.2164
H 1.294 -0.912 1.385  0.2273
H -0.077 0.782 0.929  0.2454
H -3.541 1.063 -0.876  0.3931
C 1.200 2.671 -0.002  -0.8888
H 0.679 1.669 -0.482  0.1934
H 0.291 3.018 0.145  0.2514
H 2.031 2.558 -0.610  0.2555
H 1.522 2.172 0.930  0.1948

---

Quick rundown of electronic energy, same order as above: -150893.2814 -165875.2788 -43674.1600 -34387.1114 -17623.2002 eV